No. 1
25
Properties=species:S:1:pos:R:3:lowdin_charge:R:1 method="wB97M-V/def2-TZVPD" e_lumo_ha=0.0290 e_above_lowest_kj_mol=276.1 spin_multiplicity=1 charge=0
S -0.439 1.888 1.548 0.696
O 0.325 1.623 2.718 -0.299
O -1.730 2.436 1.799 -0.297
C 2.339 -2.698 0.137 -0.093
C 1.160 -2.851 -0.539 -0.080
C 1.500 -0.679 1.168 -0.012
C -1.987 0.377 -0.078 -0.079
C 0.397 2.776 0.235 -0.182
C 2.484 -1.678 1.118 -0.027
C 0.182 1.578 -0.684 -0.189
C 0.218 -1.783 -0.514 -0.032
C -0.487 0.532 0.236 -0.432
C 0.347 -0.715 0.347 -0.203
H -0.208 3.662 -0.011 0.107
H 1.445 3.075 0.429 0.116
H 1.012 -3.757 -1.230 0.130
H -2.552 1.315 -0.100 0.069
H -2.256 0.130 -1.145 0.100
H -0.784 -1.792 -0.985 0.114
H 3.019 -3.497 0.129 0.082
H 1.159 1.172 -1.101 0.145
H 1.512 0.098 1.852 0.061
H 3.387 -1.411 1.478 0.065
H -2.489 -0.240 0.758 0.129
H -0.360 1.700 -1.602 0.110

No. 2
24
Properties=species:S:1:pos:R:3:lowdin_charge:R:1 method="wB97M-V/def2-TZVPD" e_lumo_ha=-0.0028 e_above_lowest_kj_mol=419.4 smiles=O.O.O.O.O.O.O.O spin_multiplicity=1 charge=0
O -1.474 0.345 1.936 -0.085
O 0.260 -0.243 -4.122 -0.047
O -2.704 0.697 -2.417 -0.104
O -0.044 1.593 0.258 -0.069
O -2.543 2.199 2.351 -0.072
O 0.709 -3.891 -0.979 -0.098
O 1.865 -2.126 3.801 -0.071
O 3.898 1.327 -1.146 -0.035
H 0.549 -4.542 -0.182 0.100
H -0.147 0.769 0.842 0.057
H -1.827 1.926 1.736 0.017
H -0.066 -0.753 -3.398 0.004
H 2.797 -2.112 3.997 0.019
H -1.746 1.050 -2.313 0.063
H 1.079 0.022 -3.659 0.048
H -0.056 1.335 -0.644 -0.007
H -2.137 0.309 2.659 0.102
H -0.076 -3.370 -0.852 -0.003
H -3.339 1.382 -2.679 0.038
H -1.709 -0.434 1.506 0.040
H -2.100 2.920 2.732 0.016
H 1.475 -1.408 4.351 0.051
H 3.485 2.138 -1.322 -0.003
H 4.082 1.552 -0.231 0.038

No. 3
64
Properties=species:S:1:pos:R:3:lowdin_charge:R:1 method="wB97M-V/def2-TZVPD" e_lumo_ha=0.0137 e_above_lowest_kj_mol=101.7 smiles="CCOC(=O)C1(Cc2ccccc2)CCN(Cc2ccc3cc(NC(C)=O)ccc3n2)CC1" spin_multiplicity=1 charge=0
O -6.848 1.306 4.782 0.072
O 1.056 -2.752 -3.116 0.126
O 2.548 -1.189 -3.685 -0.011
N 0.398 0.763 -0.715 -0.151
N -4.948 2.314 5.541 0.112
N -1.351 2.292 1.320 0.174
C 5.448 -3.594 -3.717 -0.088
C -0.596 1.809 -0.903 -0.149
C -1.655 1.760 0.165 -0.276
C -2.910 1.163 -0.091 -0.022
C -6.800 2.114 7.043 -0.002
C 3.203 -2.502 -0.872 -0.069
C 2.435 -1.561 -5.058 -0.206
C 4.381 -2.595 -1.799 -0.222
C -1.918 2.842 3.558 -0.005
C 0.869 -1.628 -0.514 -0.100
C -3.545 1.687 2.161 -0.144
C 1.535 0.947 -1.595 -0.175
C 2.137 -1.488 -1.363 -0.353
C 4.388 -3.528 -2.829 -0.043
C 1.826 -1.879 -2.804 -0.476
C 2.638 -0.048 -1.247 -0.104
C -4.454 1.695 3.233 0.040
C 3.648 -1.029 -5.796 -0.051
C -4.098 2.265 4.433 -0.216
C 6.530 -1.805 -2.551 -0.078
C -3.849 1.126 0.902 0.000
C -2.256 2.266 2.314 -0.223
C 5.469 -1.741 -1.665 -0.041
C -0.159 -0.565 -0.888 -0.170
C -2.815 2.839 4.585 -0.019
C -6.230 1.855 5.662 -0.513
C 6.520 -2.727 -3.583 -0.101
H 1.131 -1.513 0.538 0.132
H -6.809 3.182 7.253 0.082
H -2.551 3.281 5.536 0.109
H -6.199 1.611 7.798 0.083
H -7.816 1.734 7.085 0.083
H 3.691 0.054 -5.714 0.078
H 5.489 -1.025 -0.856 0.114
H -1.027 -0.664 -0.231 0.118
H 3.492 0.112 -1.904 0.115
H 3.554 -4.206 -2.938 0.121
H -0.494 -0.731 -1.929 0.135
H -4.547 2.758 6.356 0.139
H 2.725 -3.481 -0.794 0.132
H 3.588 -1.304 -6.845 0.079
H -4.821 0.680 0.742 0.119
H 1.506 -1.140 -5.461 0.130
H -5.429 1.255 3.106 0.106
H 5.437 -4.323 -4.514 0.106
H 2.944 0.128 -0.214 0.132
H 0.432 -2.615 -0.668 0.124
H -0.938 3.278 3.666 0.113
H 7.367 -1.132 -2.436 0.102
H 7.347 -2.776 -4.277 0.101
H 1.913 1.963 -1.459 0.125
H -3.115 0.749 -1.067 0.112
H -0.077 2.767 -0.820 0.123
H 2.372 -2.653 -5.123 0.123
H -1.071 1.745 -1.900 0.126
H 3.529 -2.195 0.124 0.131
H 1.249 0.828 -2.657 0.130
H 4.555 -1.446 -5.366 0.060

No. 4
6
Properties=species:S:1:pos:R:3:lowdin_charge:R:1 method="wB97M-V/def2-TZVPD" e_lumo_ha="-0.0539 / -0.0539" e_above_lowest_kj_mol=295.2 spin_multiplicity=1 charge=0
Br -0.683 -1.275 0.504 0.680
F 1.199 -1.130 -1.242 -0.099
O -1.998 1.110 0.426 -0.143
N -1.223 1.821 -0.037 0.093
C 0.967 -0.459 -0.145 -0.560
H 1.738 -0.068 0.495 0.028

No. 5
137
Properties=species:S:1:pos:R:3:lowdin_charge:R:1 method="wB97M-V/def2-TZVPD" e_lumo_ha=-0.0061 spin_multiplicity=1 charge=0
S -4.086 -3.977 1.568 1.048
S 0.447 2.273 1.270 0.999
F -6.514 -1.110 -3.030 0.108
O -4.061 -0.193 -3.097 -0.016
O 9.571 0.180 5.102 -0.092
O 8.013 4.809 0.534 -0.093
O 1.922 0.093 0.720 0.018
O 2.789 3.824 0.268 -0.136
O 5.690 -0.944 -0.940 -0.095
O 5.736 -0.815 1.988 -0.095
O -4.854 -5.911 3.537 -0.165
O -9.113 -0.001 1.340 0.107
O -8.049 -1.943 0.956 -0.007
O -1.427 -4.124 3.929 -0.095
O -2.250 3.513 -7.594 -0.093
N -5.468 -3.814 0.754 -0.174
N -3.163 -2.939 0.768 -0.205
N 1.891 -0.033 -1.466 0.081
N 1.134 1.069 -1.081 0.086
C -5.240 -2.920 -0.203 -0.294
C -2.052 -0.933 -1.071 -0.099
C -8.478 -1.952 -0.413 -0.144
C 9.696 3.139 -0.039 -0.086
C -1.166 3.178 -9.757 -0.094
C -4.625 3.499 -3.384 -0.399
C 5.566 0.356 -1.508 -0.320
C -7.601 -2.913 -1.193 -0.088
C 0.631 -4.297 2.634 -0.090
C 8.990 4.424 -0.430 -0.310
C 10.487 -0.206 4.078 -0.325
C 3.439 4.907 0.929 -0.310
C 4.947 4.843 0.775 -0.101
C -3.849 1.179 -2.721 -0.147
C 6.248 -0.413 3.263 -0.299
C 11.209 -1.492 4.437 -0.093
C -5.848 3.547 -2.461 -0.072
C -6.168 -2.456 -1.179 -0.096
C -3.459 -1.448 -1.157 -0.093
C 1.169 1.120 0.197 -0.727
C -4.340 2.063 -3.851 -0.316
C -2.129 2.641 -8.715 -0.323
C -5.695 -1.578 -2.080 -0.135
C -3.355 2.023 -5.040 -0.042
C -0.966 1.308 1.939 -0.435
C -5.620 -8.192 3.948 -0.090
C -0.319 -4.961 3.614 -0.321
C -1.319 0.029 1.195 -0.253
C -3.424 4.157 -2.705 -0.065
C -4.352 -1.054 -2.094 -0.166
C 2.312 -0.560 -0.382 -0.209
C -8.219 -0.771 1.602 -0.488
C -3.900 -2.411 -0.205 -0.286
C -1.951 0.326 -0.168 -0.192
C 6.918 1.034 -1.633 -0.082
C -6.409 -1.708 3.198 -0.088
C -4.444 -7.267 3.696 -0.317
C 5.253 -0.687 4.372 -0.081
C -7.202 -0.494 2.680 -0.122
H -3.582 5.234 -2.638 0.080
H 6.087 -0.831 -0.067 0.042
H -0.680 -5.913 3.208 0.107
H 5.095 0.238 -2.482 0.114
H 10.078 0.307 5.910 0.077
H 7.585 0.438 -2.256 0.081
H -4.323 1.395 -1.762 0.124
H 5.660 -0.393 5.340 0.076
H 6.508 0.649 3.229 0.113
H 0.184 -5.167 4.559 0.110
H -5.635 3.062 -1.510 0.069
H -5.377 -1.670 2.854 0.048
H -2.732 2.911 -5.083 0.060
H -8.350 -0.953 -0.829 0.131
H -1.428 1.127 -0.686 0.086
H -1.707 -0.703 -2.077 0.122
H -7.957 -2.901 -2.223 0.124
H -2.576 4.360 -7.912 0.083
H 6.821 2.029 -2.071 0.076
H -1.432 -1.697 -0.610 0.105
H -2.065 -0.507 1.784 0.109
H 0.996 -3.353 3.042 0.073
H 5.225 4.850 -0.278 0.076
H 3.125 3.011 0.659 0.047
H -1.887 -3.945 3.103 0.013
H -3.117 2.475 -9.160 0.109
H -3.936 -7.537 2.771 0.112
H -0.763 1.126 2.992 0.071
H 4.899 0.961 -0.880 0.096
H -1.839 1.960 1.896 0.075
H 11.205 0.602 3.908 0.107
H 3.163 4.906 1.990 0.110
H -6.141 4.579 -2.266 0.078
H 5.003 -1.747 4.403 0.077
H 4.929 -0.314 1.826 0.076
H 10.219 3.259 0.912 0.073
H -5.294 -5.634 4.347 0.085
H -6.336 -8.127 3.128 0.077
H 8.463 4.943 1.373 0.084
H -1.513 4.139 -10.145 0.071
H -1.774 1.691 -8.318 0.113
H -6.855 -2.651 2.900 0.063
H -3.285 3.778 -1.692 0.078
H 10.423 2.843 -0.797 0.079
H -6.524 0.278 2.322 0.122
H -5.282 1.642 -4.210 0.138
H 4.325 -0.134 4.205 0.073
H -0.462 -0.638 1.112 0.099
H 8.454 4.297 -1.369 0.107
H 10.491 -2.295 4.602 0.075
H 0.119 -4.076 1.694 0.068
H -3.916 1.984 -5.970 0.075
H -5.289 -9.227 4.044 0.074
H -0.181 3.335 -9.316 0.076
H -6.362 -1.667 4.285 0.072
H -2.721 1.141 -4.962 0.084
H -7.780 -0.058 3.493 0.116
H 5.345 3.924 1.212 0.067
H 7.163 -0.980 3.425 0.106
H -2.958 0.706 0.027 0.112
H 7.383 1.130 -0.651 0.053
H 8.971 2.337 0.084 0.046
H -1.069 2.486 -10.595 0.073
H -4.884 4.079 -4.275 0.137
H 11.896 -1.793 3.645 0.074
H -3.720 -7.335 4.514 0.111
H -6.141 -7.912 4.866 0.073
H 9.715 5.234 -0.560 0.108
H 11.783 -1.366 5.359 0.072
H 1.486 -4.939 2.417 0.073
H -2.771 1.329 -2.597 0.123
H -9.530 -2.223 -0.489 0.132
H -7.660 -3.924 -0.797 0.123
H -2.512 4.020 -3.283 0.074
H 5.431 5.688 1.267 0.072
H 3.044 5.815 0.478 0.113
H 9.900 -0.337 3.170 0.104
H -6.697 3.066 -2.947 0.080
H 2.925 -1.441 -0.288 0.136

No. 6
16
Properties=species:S:1:pos:R:3:lowdin_charge:R:1 method="wB97M-V/def2-TZVPD" e_lumo_ha=0.0358 e_above_lowest_kj_mol=278.6 smiles="[H]/N=C(/C)OC1CC1" spin_multiplicity=1 charge=0
O 0.410 -0.224 0.392 -0.017
N 0.255 -0.169 2.655 0.131
C 0.378 0.364 -0.894 -0.299
C 0.340 -0.567 -2.071 -0.096
C -0.265 0.129 1.542 -0.450
C -1.767 0.286 1.710 -0.026
C 1.614 0.165 -1.730 -0.093
H 0.317 -1.630 -1.851 0.107
H -2.218 -0.381 0.979 0.080
H -1.981 -0.126 2.708 0.078
H 1.074 -0.731 2.485 0.056
H -0.131 1.321 -0.955 0.150
H 2.420 -0.422 -1.298 0.108
H -2.183 1.290 1.671 0.070
H -0.210 -0.275 -2.962 0.100
H 1.948 0.968 -2.384 0.101

No. 7
59
Properties=species:S:1:pos:R:3:lowdin_charge:R:1 method="wB97M-V/def2-TZVPD" e_lumo_ha="-0.1929 / -0.2920" e_above_lowest_kj_mol=586.3 s_squared=0.764 spin_multiplicity=2 charge=+1
Ag 0.151 -0.454 -0.306 0.982
S 0.306 -4.683 2.875 0.487
S -1.369 -5.173 1.371 0.608
F 1.211 -3.414 3.337 -0.189
F -1.198 -5.090 -0.191 -0.146
O 4.615 -1.530 0.181 0.035
O -0.223 3.826 -2.061 0.023
O 0.845 -1.658 -4.806 -0.075
O 1.273 -5.779 2.759 -0.102
O -0.581 -4.726 4.061 -0.115
O -1.124 -6.592 1.619 -0.214
O -2.712 -4.649 1.635 -0.214
O -2.801 0.684 3.050 -0.014
O -4.077 -0.739 -2.194 0.021
O 2.357 2.576 2.707 -0.031
N 3.517 2.354 4.644 0.160
N 2.915 4.285 4.090 0.155
N 6.787 -1.244 -0.075 0.173
N -4.157 1.972 4.353 0.152
N -0.146 -3.987 1.649 -0.115
N -6.110 0.111 -1.695 0.182
N -3.427 0.183 5.185 0.148
N 6.081 -2.116 1.704 0.162
N -5.503 0.015 -3.630 0.147
N -1.367 5.683 -1.884 0.157
N 0.627 5.808 -2.633 0.171
C -0.317 5.021 -2.231 -0.822
C 2.826 3.038 3.789 -0.754
C 5.748 -1.608 0.556 -0.852
C -3.406 0.942 4.108 -0.749
C -5.192 -0.312 -2.429 -0.856
C 0.115 -2.266 -7.017 -0.090
C 0.965 -2.633 -5.804 -0.342
H -1.325 6.691 -1.945 0.109
H -3.843 0.563 6.023 0.111
H -0.895 -1.882 -6.873 0.074
H 1.533 5.421 -2.857 0.125
H 2.869 5.015 3.393 0.127
H 0.786 -3.652 -5.460 0.107
H 0.448 6.798 -2.714 0.113
H 7.720 -1.392 0.283 0.122
H 5.319 -2.478 2.261 0.122
H -4.258 2.758 3.726 0.125
H -5.808 -0.147 -0.767 0.139
H 1.989 -2.692 -6.171 0.107
H 0.768 -1.605 -7.587 0.069
H -4.848 1.837 5.077 0.112
H -2.857 -0.651 5.169 0.119
H 3.515 4.578 4.848 0.111
H -4.829 -0.150 -4.364 0.124
H -6.990 0.370 -2.117 0.133
H 1.553 -1.038 -4.995 0.083
H 3.818 2.914 5.428 0.110
H 6.596 -0.704 -0.907 0.131
H -6.430 0.285 -3.927 0.113
H -0.075 -3.061 -7.738 0.069
H -1.777 5.243 -1.073 0.126
H 7.069 -2.231 1.878 0.112
H 3.322 1.364 4.693 0.125

No. 8
8
Properties=species:S:1:pos:R:3:lowdin_charge:R:1 method="wB97M-V/def2-TZVPD" e_lumo_ha="0.0238 / -0.1159" e_above_lowest_kj_mol=309.7 s_squared=2.007 spin_multiplicity=3 charge=0
I -0.791 2.476 -1.706 0.450
C 0.457 -1.415 0.502 -0.146
C 0.320 -0.143 0.997 -0.170
C 0.150 0.972 1.449 0.047
C 0.542 -2.586 0.219 0.110
H -1.729 2.159 -2.918 -0.384
H 0.850 -3.518 -0.239 0.040
H 0.201 2.054 1.697 0.053